ORCA calculation (the ωB97M-V functional and the def2-TZVPD basis) on C4H8O2 as an isolated structure.

```
14
Properties=species:S:1:pos:R:3:forces:R:3
O -0.58324 -0.00652 2.26613 0.0 -0.3 0.0
C -0.91196 0.82966 1.18668 -0.1 0.2 -0.3
C 0.14584 0.88168 0.12345 0.0 0.3 0.3
C -0.32263 -0.49245 -1.41656 -0.1 -0.2 -0.2
C 1.07496 -0.95077 -1.41160 0.1 -0.1 -0.1
O 0.55390 -0.86896 -0.08415 0.1 0.1 0.1
H -0.37406 -0.87254 1.89079 0.0 0.1 0.1
H -1.88299 0.57661 0.74034 0.1 0.0 0.1
H -0.98658 1.84838 1.59099 0.0 -0.1 -0.1
H -0.05410 1.62118 -0.64348 0.0 -0.2 0.1
H 1.14102 1.02126 0.55218 -0.1 0.0 -0.1
H -1.00349 -1.35030 -1.53372 0.1 0.2 0.0
H 1.88932 -0.25059 -1.61113 -0.1 -0.1 0.0
H 1.31401 -1.98663 -1.64991 -0.1 0.1 0.0
```
Positions in Å, forces in eV/Å.

Output
* spin multiplicity: 1
* gap between HOMO and LUMO: 0.3256 Ha
* energy above the lowest of the compared OMol25 structures with the same formula, charge and spin: 162.4 kcal/mol
* E_HOMO: -7.96 eV

=====

ORCA calculation (the ωB97M-V functional and the def2-TZVPD basis) on C36H35GeIN4O5Se2Ti as an isolated structure at a distorted geometry.

```
85
Properties=species:S:1:pos:R:3:forces:R:3
Ti 2.75120 -1.54131 0.78319 -0.8 1.2 -0.1
N -0.83386 -1.76111 2.63693 0.0 0.4 0.2
C -0.50900 -3.17405 2.81480 0.0 -0.4 0.0
C 0.75388 -3.49073 1.97431 -0.8 -1.0 0.1
O 0.62999 -4.26357 1.01630 -0.5 -0.1 0.3
N 1.89481 -2.87863 2.25033 0.1 0.9 0.0
C 2.15318 -2.32164 3.55547 0.0 0.2 0.2
C 2.40121 -0.79380 3.48690 -0.3 -0.7 1.5
O 2.35069 -0.12503 4.51345 0.1 0.0 -0.1
O 2.68882 -0.36478 2.32719 0.0 0.9 -0.1
H 0.01318 -1.21780 2.47232 -0.2 0.0 0.1
H -1.29088 -1.37137 3.45461 0.1 0.0 -0.1
H -1.34026 -3.77613 2.42209 0.4 0.0 0.0
H -0.35478 -3.47066 3.86685 0.0 0.1 -0.2
H 3.09517 -2.75788 3.94055 -0.2 0.1 0.0
H 1.38042 -2.53672 4.30556 0.2 0.1 -0.1
Se 3.74456 -4.86154 0.89972 0.4 -0.4 -0.3
Se 4.02406 -3.42290 -1.58190 0.4 -0.3 0.2
C 2.16038 -3.26455 -1.54291 0.3 0.3 0.1
C 1.38888 -4.01475 -2.41945 -0.6 -0.1 -0.1
C 0.01148 -3.90432 -2.38267 0.2 0.4 0.3
C -0.53907 -3.00876 -1.46595 0.0 -0.2 -0.3
C 0.29326 -2.31102 -0.62046 -0.2 0.1 -0.1
N 1.63605 -2.40992 -0.64071 -1.9 -1.3 -2.0
C 4.75033 -3.54061 1.75861 -0.4 0.1 -0.5
C 5.76925 -3.93650 2.62058 0.6 0.3 0.5
C 6.55520 -2.99127 3.25416 -0.6 0.0 -0.4
C 6.27049 -1.64482 3.01515 0.2 -0.2 0.1
C 5.23644 -1.31901 2.17032 0.0 0.1 -0.2
N 4.46224 -2.23278 1.53469 2.6 -1.0 1.7
H 1.89334 -4.68946 -3.09621 0.0 0.0 0.0
H -0.61826 -4.50502 -3.02494 0.0 0.0 -0.1
H -1.60931 -2.87871 -1.38701 0.0 0.0 0.1
H -0.13766 -1.63585 0.11146 0.1 -0.1 0.0
H 5.92478 -4.99411 2.77877 0.0 0.0 -0.1
H 7.36573 -3.28523 3.90452 0.1 0.0 0.1
H 6.85638 -0.86400 3.48008 -0.1 0.1 0.0
H 4.99002 -0.27660 1.99448 0.0 -0.2 0.0
I 5.92483 -0.26276 -0.90390 0.2 0.2 -0.2
C 3.76496 -0.26149 -0.59765 0.6 0.6 -0.6
H 3.39158 -0.37649 -1.62324 0.1 0.0 0.1
H 3.57010 0.77439 -0.29628 0.1 -0.1 -0.1
O 0.03124 1.91717 -0.07783 -0.3 0.5 0.1
C 0.67466 0.91632 -0.45871 0.4 -0.3 -0.8
O 1.30366 0.14588 0.28424 0.0 -0.4 0.5
C 0.58866 0.65558 -1.97545 0.1 0.1 0.5
C -0.88259 0.55322 -2.30572 -0.5 0.5 0.2
Ge -1.94919 1.99040 -1.36192 -0.1 -0.1 -0.2
C -3.74858 1.49436 -2.21201 0.5 0.3 0.2
C -4.62817 2.28820 -2.93447 0.1 0.2 0.0
C -5.81053 1.77880 -3.44738 -0.2 0.1 -0.1
C -6.15393 0.45645 -3.23257 -0.2 0.0 -0.1
C -5.30762 -0.34856 -2.48898 -0.1 -0.2 0.0
C -4.12832 0.17232 -1.99356 0.2 -0.1 0.1
C -2.63875 2.11853 0.50942 0.3 0.0 -0.7
C -2.29285 1.25741 1.53814 0.1 -0.1 0.0
C -2.75368 1.48181 2.82332 0.0 -0.1 0.1
C -3.57088 2.56482 3.09549 -0.1 0.1 0.1
C -3.94168 3.41695 2.06897 -0.1 0.2 0.1
C -3.47760 3.18971 0.78702 0.0 0.0 -0.3
C -1.43938 3.82176 -1.97584 -0.2 -0.7 0.2
C -1.79141 4.30412 -3.22894 -0.1 -0.2 -0.1
C -1.42072 5.57494 -3.63532 0.0 0.2 -0.2
C -0.65064 6.37073 -2.80522 0.0 0.1 -0.1
C -0.26632 5.89004 -1.56402 0.0 0.1 0.1
C -0.67092 4.63322 -1.15033 0.0 -0.1 0.2
H 1.13640 -0.24253 -2.27049 0.0 0.1 0.1
H 1.02128 1.52907 -2.47065 0.1 -0.1 0.0
H -1.25859 -0.43041 -2.02558 -0.1 0.0 0.0
H -1.06061 0.67570 -3.37717 -0.2 0.0 0.0
H -4.39200 3.33071 -3.09750 0.0 0.1 -0.1
H -6.47140 2.41753 -4.02102 0.0 0.1 0.0
H -7.07706 0.05653 -3.63398 0.0 0.0 0.0
H -5.56767 -1.38238 -2.29752 0.0 0.0 0.0
H -3.47900 -0.46496 -1.40558 0.0 -0.1 0.0
H -1.63976 0.41981 1.34555 0.1 -0.1 0.1
H -2.45891 0.81730 3.62300 0.0 -0.1 0.1
H -3.91198 2.75077 4.10583 0.0 0.0 0.1
H -4.58082 4.26789 2.26966 0.0 0.0 0.0
H -3.76042 3.85782 -0.01913 -0.1 0.1 0.0
H -2.35681 3.67048 -3.89934 -0.1 0.0 -0.1
H -1.72782 5.94517 -4.60567 0.0 0.0 -0.1
H -0.34039 7.35617 -3.13069 0.0 0.0 0.0
H 0.35515 6.49756 -0.91880 0.0 0.0 0.0
H -0.36787 4.24683 -0.18930 0.1 0.0 0.1
```
Positions in Å, forces in eV/Å.

Output
* spin multiplicity: 3
* charge: -2
* gap between HOMO and LUMO (alpha / beta): 0.2037 / 0.2236 Ha
* expectation value of S²: 2.010
* E_HOMO (alpha / beta): -1.45 / -2.14 eV

=====

ORCA calculation (the ωB97M-V functional and the def2-TZVPD basis) on one molecule with the formula C4H6N2S at a distorted geometry.

```
13
Properties=species:S:1:pos:R:3:forces:R:3
C 1.09469 -0.73451 -0.66242 0.7 -1.4 -1.3
C 1.08525 -0.78737 0.82479 0.5 0.7 2.6
C -0.66922 1.39913 -0.10702 3.2 -3.7 -0.9
C -0.11277 -0.34895 0.06568 -2.6 1.8 -1.0
N -2.06239 1.29290 0.00020 -0.7 1.5 0.9
N -2.62120 0.20732 0.01309 -1.2 0.5 0.0
S -1.74836 -1.21517 -0.00373 2.3 0.1 0.0
H 1.70071 -0.06279 -1.22895 0.1 1.0 0.0
H 1.08916 -1.67693 -1.24405 -0.1 0.2 0.8
H 1.21592 -1.73786 1.38770 -0.7 0.5 -0.8
H 1.46269 0.01752 1.52498 0.2 -0.6 -1.4
H 0.05370 1.88736 0.61753 -1.8 0.1 -0.6
H -0.48819 1.75934 -1.18780 0.2 -0.6 1.7
```
Positions in Å, forces in eV/Å.

Output
* spin multiplicity: 1
* gap between HOMO and LUMO: 0.3627 Ha
* energy above the lowest of the compared OMol25 structures with the same formula, charge and spin: 94.9 kcal/mol
* E_HOMO: -8.98 eV
* SMILES: C1CC12CN=NS2

=====

ORCA calculation (the ωB97M-V functional and the def2-TZVPD basis) on C31H46Cl2NPRu as an isolated structure at a distorted geometry.

```
82
Properties=species:S:1:pos:R:3:forces:R:3
P 1.41851 0.33797 -0.47758 -3.5 -1.2 0.9
C 2.30061 -0.54615 0.84829 -1.7 0.4 -0.7
C 3.68562 -0.56712 0.26856 0.6 -0.9 0.3
C 4.55786 -1.33919 1.22978 0.6 0.2 0.5
C 4.46538 -0.77768 2.67007 0.0 0.0 -0.2
C 3.01977 -0.64348 3.18428 0.3 0.0 0.1
C 2.15043 0.13689 2.20929 0.1 -0.1 -0.1
C 0.99319 2.10582 -0.44691 -0.9 -1.8 0.4
C 2.36670 2.62027 -0.73671 0.1 1.4 -0.4
C 2.22132 4.10634 -0.97128 0.2 0.7 0.3
C 1.51335 4.81322 0.20989 0.2 -0.2 0.0
C 0.17828 4.15569 0.61168 0.2 0.3 0.1
C 0.33033 2.65883 0.82921 0.4 -0.2 -0.1
C 1.44461 -0.43983 -2.12322 0.1 0.2 0.7
C 1.35058 -1.98427 -2.12089 0.3 0.1 0.1
C 1.76827 -2.48577 -3.50127 0.0 0.0 -0.3
C 0.94086 -1.86292 -4.63769 -0.3 0.1 0.2
C 0.85425 -0.32895 -4.53248 0.1 -0.2 -0.2
C 0.45448 0.15362 -3.13983 0.3 0.3 -0.1
H 1.82618 -1.55003 0.91751 0.3 0.4 -0.2
H 4.01633 0.45796 0.13276 0.4 0.2 0.0
H 3.68412 -1.06272 -0.71861 0.1 0.2 0.3
H 5.58986 -1.30016 0.86209 0.0 -0.2 0.3
H 4.22647 -2.37907 1.23801 0.1 -0.1 -0.1
H 5.02944 -1.43507 3.33953 0.0 0.2 0.0
H 4.94077 0.21328 2.68846 0.0 -0.1 0.1
H 2.59177 -1.64353 3.31232 0.0 0.1 0.1
H 3.00818 -0.14030 4.15986 0.1 -0.2 -0.1
H 1.09534 0.15031 2.53678 0.4 0.0 -0.3
H 2.48954 1.17475 2.12516 0.1 0.0 0.2
H 0.26219 2.23197 -1.27226 0.5 0.0 0.2
H 1.61771 4.24704 -1.87431 0.1 0.0 -0.1
H 2.78545 2.12784 -1.62434 0.1 0.2 0.1
H 3.01537 2.40639 0.11669 0.1 0.1 0.0
H 3.21679 4.52331 -1.13923 -0.1 0.3 -0.1
H 1.33755 5.86036 -0.05601 0.1 -0.1 0.1
H 2.19037 4.79386 1.07868 -0.1 0.1 -0.1
H -0.21809 4.62350 1.52670 0.1 -0.1 -0.3
H -0.55262 4.31616 -0.18862 0.0 0.0 0.1
H -0.63622 2.17992 1.01822 0.2 0.0 -0.2
H 0.96255 2.44917 1.70465 -0.2 0.2 -0.2
H 2.47651 -0.08048 -2.29229 0.0 -0.6 -1.2
H 1.99783 -2.43740 -1.35354 -0.2 0.2 -0.2
H 0.33110 -2.32267 -1.88232 0.2 0.4 0.0
H 2.82314 -2.22782 -3.65716 0.0 -0.1 0.0
H 1.68871 -3.57943 -3.53977 0.1 0.2 0.0
H -0.07726 -2.28168 -4.61235 0.2 0.1 0.0
H 1.37391 -2.13938 -5.60514 -0.1 0.0 0.1
H 0.14433 0.05599 -5.27463 0.2 0.0 0.1
H 1.83979 0.08964 -4.76949 0.0 0.0 -0.1
H 0.47589 1.25314 -3.12032 0.0 -0.3 0.0
H -0.57815 -0.13431 -2.91275 0.2 -0.1 0.2
Ru -1.99890 -1.11491 0.39389 5.7 0.9 -0.7
Cl -2.50861 0.65746 -1.13120 0.1 0.7 -0.7
Cl -0.46899 -2.87523 0.87565 0.6 -0.2 -0.1
C -1.51426 -0.28565 2.03756 0.5 0.6 2.3
H -0.76539 -0.86693 2.66455 -0.8 0.3 -0.7
C -2.12022 0.78776 2.86536 0.3 -1.8 -1.3
C -2.86231 1.79703 2.24244 -0.4 0.4 0.6
C -3.47709 2.77054 3.02083 0.1 0.0 0.5
C -3.37572 2.71946 4.41861 0.1 0.0 0.3
C -2.64395 1.68132 5.04211 -0.2 0.6 -0.1
C -2.01617 0.72197 4.27258 -0.1 0.4 -0.2
H -2.96216 1.79461 1.16329 0.1 0.0 0.0
H -4.04095 3.57232 2.54890 0.0 -0.1 0.1
H -2.57625 1.63916 6.13095 -0.1 0.0 -0.3
H -1.46822 -0.10479 4.72173 -0.1 0.2 0.0
H -3.86103 3.48578 5.04238 0.2 -0.4 -0.4
N -3.83155 -1.66530 0.40000 -2.6 -1.4 0.8
C -4.07486 -2.58643 -0.69507 -1.5 1.4 0.9
C -5.27441 -2.33021 -1.37027 0.7 -1.8 -0.6
C -5.73478 -3.35133 -2.20420 -0.3 0.6 -0.2
C -4.98434 -4.52113 -2.39543 0.3 -0.2 0.1
C -3.73381 -4.68013 -1.77774 -0.7 0.8 -0.1
C -3.27005 -3.68188 -0.90000 -0.3 -0.7 -0.8
H -4.30562 -0.77571 0.38612 -0.8 0.0 -0.1
H -3.80294 -2.08676 1.32620 -0.8 -0.1 -0.1
H -5.78617 -1.39983 -1.19212 -0.3 0.0 0.0
H -6.70701 -3.21887 -2.70409 0.6 -0.2 0.2
H -5.38174 -5.31503 -3.03844 0.2 0.4 0.3
H -3.13383 -5.56382 -1.96020 -0.1 0.1 0.0
H -2.30794 -3.75730 -0.42187 0.0 -0.2 0.3
```
Positions in Å, forces in eV/Å.

Output
* spin multiplicity: 5
* gap between HOMO and LUMO (alpha / beta): 0.1895 / 0.2085 Ha
* expectation value of S²: 6.037
* energy above the lowest of the compared OMol25 structures with the same formula, charge and spin: 21.9 kcal/mol
* E_HOMO (alpha / beta): -4.78 / -6.84 eV

=====

Q: Number 2 is which compound?
A: C36H35GeIN4O5Se2Ti